{"formula": "C19H21N3O5S", "method": "ωB97M-V/def2-TZVPD", "species": ["C", "C", "H", "H", "O", "C", "O", "C", "C", "O", "N", "C", "C", "C", "N", "C", "C", "C", "C", "C", "C", "C", "O", "C", "C", "H", "H", "H", "H", "H", "H", "H", "H", "H", "H", "S", "C", "C", "O", "N", "H", "H", "H", "H", "H", "H", "H", "H", "H"], "positions_angstrom": [[-4.08375, -2.03057, -0.94200], [-2.98243, -3.06916, -0.52480], [-2.75550, -3.70504, -1.32844], [-3.45006, -3.59749, 0.34565], [-1.87687, -2.63830, -0.25064], [-1.14902, -2.07770, -0.97947], [-1.40244, -2.11857, -2.04634], [0.18137, -1.40487, -0.55370], [0.08232, -1.50188, 0.98040], [0.59503, -2.50790, 1.70266], [-0.61056, -0.30277, 1.69040], [-0.91750, 0.80880, 0.98640], [-0.34358, 0.82646, -0.26657], [-0.48898, 2.34587, -0.71712], [-0.63931, 3.25410, -1.41896], [0.33403, -0.03536, -0.85366], [1.89726, 0.22814, -1.02883], [2.36884, 0.62231, -2.24176], [3.84213, 1.13201, -2.52443], [4.50945, 1.13740, -1.21930], [3.97017, 0.80817, -0.17687], [2.55908, 0.56249, 0.21453], [2.05814, 0.33169, 1.30498], [2.76769, 0.10796, 2.60279], [3.56268, -1.10665, 2.22881], [2.93058, -2.06476, 2.36043], [4.09551, -1.56264, 3.41722], [4.32424, -1.18778, 1.62913], [3.44141, 0.86436, 2.66831], [2.12501, 0.06038, 3.30431], [4.67443, 0.98718, 0.72397], [5.54943, 1.33420, -1.55201], [4.17445, 1.28065, -3.41585], [1.75188, 0.49109, -3.21907], [-0.03524, -0.06604, -1.99556], [-1.63367, 1.98915, 2.23524], [-2.72145, 2.80515, 0.96094], [-3.49398, 1.94118, 0.40060], [-4.01063, 0.90918, 0.46300], [-3.69967, 2.57741, -1.00530], [-3.95370, 1.82406, -1.65632], [-3.15419, 3.30062, -1.15131], [-2.27192, 3.54969, 0.69056], [-3.51968, 3.08790, 1.85608], [-0.87257, -0.54205, 2.58376], [1.16927, -2.13361, -0.80268], [-3.71470, -1.72660, -1.93136], [-4.11230, -1.37007, -0.26826], [-5.07069, -2.41778, -1.27955]], "forces_ev_per_a": [[1.370, -5.715, -6.712], [-11.639, -4.527, -1.545], [-1.213, -1.878, -1.487], [0.861, -0.067, -0.635], [4.220, 0.868, 14.905], [8.534, 4.204, 2.924], [-1.754, 1.182, -15.915], [0.849, -5.847, 5.114], [2.334, -2.991, 5.452], [-3.355, 5.944, -3.818], [2.562, -4.914, -3.580], [1.572, -0.760, 1.190], [-9.188, 14.881, 8.327], [0.680, -3.264, -1.809], [0.202, 0.057, 0.985], [7.960, -6.512, -12.342], [-2.350, 2.189, 2.701], [4.145, 1.356, -5.024], [-7.723, -3.441, 9.996], [4.345, 2.653, -14.930], [-3.716, -1.192, 14.314], [5.511, -0.381, -9.230], [-3.549, -0.078, 5.706], [4.663, -1.667, -8.366], [-3.696, -4.872, 10.262], [0.517, 1.591, -1.554], [-0.879, 1.898, -3.074], [3.707, 0.302, -3.661], [1.587, 2.743, 0.742], [-4.612, -0.638, 4.663], [-1.114, -0.632, -0.975], [-0.059, 0.033, 2.032], [2.138, 1.091, -5.240], [0.739, 0.180, 2.080], [0.840, 0.311, 1.616], [0.747, -0.755, -2.756], [-1.390, -2.552, 14.647], [-4.020, -0.376, -12.579], [-1.383, -4.287, 2.947], [-3.723, -5.601, 3.580], [0.424, 1.171, 0.093], [3.235, 3.907, -2.073], [4.240, 7.908, -4.143], [1.521, 0.465, -1.853], [-1.045, -0.287, 2.251], [-3.036, 2.044, 0.278], [-0.039, 1.050, 0.468], [-0.632, 5.571, 4.890], [0.612, -0.362, 1.138]], "nbo_charge": [-0.63, -0.05, 0.18, 0.18, -0.45, 0.80, -0.58, -0.37, 0.73, -0.61, -0.67, 0.15, -0.19, 0.28, -0.36, -0.37, -0.12, -0.18, -0.21, -0.21, -0.32, 0.41, -0.49, -0.04, -0.61, 0.26, 0.18, 0.21, 0.19, 0.19, 0.19, 0.22, 0.19, 0.22, 0.27, 0.26, -0.55, 0.66, -0.55, -0.89, 0.40, 0.36, 0.23, 0.29, 0.42, 0.31, 0.22, 0.20, 0.22], "lumo_ev": -0.093, "total_charge": 0, "de_lowest_ev": 20.013, "homo_lumo_gap_ev": 7.857, "molar_mass_da": 403.46}

***

{"formula": "C19H21NO4", "method": "ωB97M-V/def2-TZVPD", "species": ["C", "C", "N", "O", "O", "H", "H", "H", "H", "C", "O", "C", "C", "C", "C", "C", "C", "C", "C", "C", "C", "C", "O", "C", "C", "C", "C", "C", "H", "H", "H", "H", "H", "H", "H", "H", "H", "H", "H", "H", "H", "H", "H", "H", "H"], "positions_angstrom": [[-2.09593, 2.29762, -3.08753], [-0.80523, 1.60911, -3.07227], [0.36521, 2.32810, -3.03598], [1.46092, 1.71131, -3.02284], [0.31129, 3.58325, -3.01428], [-2.93334, 1.59746, -3.06771], [-2.18124, 2.95838, -2.22276], [-2.18523, 2.91774, -3.98168], [-0.72844, 0.53881, -3.08970], [-5.69881, -2.88072, 0.03022], [-5.78946, -1.47908, -0.07473], [-4.58001, -0.80830, 0.05881], [-4.57698, 0.59474, -0.03540], [-3.42029, 1.32089, 0.06871], [-2.18482, 0.67991, 0.28202], [-0.97675, 1.42017, 0.39804], [0.23040, 0.81657, 0.67589], [1.45573, 1.43842, 0.77602], [2.66033, 0.72752, 1.04009], [3.88905, 1.39994, 1.19120], [5.04421, 0.70673, 1.43250], [5.05890, -0.69455, 1.53478], [6.27570, -1.31933, 1.77094], [6.22283, -2.72518, 1.83926], [3.83644, -1.36676, 1.38839], [2.68031, -0.67972, 1.15139], [-2.19536, -0.72743, 0.38352], [-3.35074, -1.44610, 0.27738], [-6.69585, -3.30206, -0.09434], [-5.05153, -3.27377, -0.75435], [-5.32138, -3.15723, 1.01510], [-5.51833, 1.08953, -0.18747], [-3.44514, 2.39462, 0.00489], [-1.00582, 2.48731, 0.27314], [0.20812, -0.23813, 0.85733], [1.50168, 2.50417, 0.64048], [3.90758, 2.47375, 1.11728], [5.97877, 1.22536, 1.54626], [7.23249, -3.09961, 2.01337], [5.58500, -3.03398, 2.66855], [5.85536, -3.13058, 0.89551], [3.79797, -2.43817, 1.45884], [1.76887, -1.23721, 1.03721], [-1.28140, -1.26745, 0.54440], [-3.30508, -2.51604, 0.36951]], "forces_ev_per_a": [[-0.261, 0.278, -0.126], [0.769, 0.032, 0.816], [-0.717, -0.507, 0.013], [-0.019, 0.008, 0.207], [-0.052, -0.193, 0.091], [0.141, -0.078, -0.019], [-0.153, 0.270, 0.003], [-0.171, 0.203, -0.007], [0.366, -0.106, -0.114], [-0.122, -0.375, 0.007], [1.320, 1.248, 0.139], [-0.440, 0.065, -0.133], [-0.717, -0.637, -0.055], [0.492, -0.301, 0.142], [-0.449, -0.424, 0.085], [0.329, -0.047, -0.720], [0.573, 0.231, 0.269], [-0.787, -0.208, -0.275], [0.556, -0.526, 0.164], [-0.564, -0.317, -0.054], [0.719, -0.529, 0.167], [0.376, 0.033, 0.047], [-1.328, 1.181, -0.287], [0.108, -0.364, 0.029], [0.830, -0.431, 0.184], [-0.135, 0.843, -0.097], [0.027, 0.695, -0.006], [-0.742, -0.436, -0.055], [0.027, 0.243, -0.010], [0.041, -0.155, 0.026], [0.046, -0.169, 0.011], [-0.260, 0.143, -0.071], [-0.063, 0.230, -0.052], [-0.073, 0.384, -0.103], [0.036, -0.234, -0.045], [0.103, 0.360, -0.074], [0.062, 0.215, -0.052], [0.236, 0.151, 0.019], [-0.080, 0.247, -0.023], [-0.039, -0.171, -0.021], [-0.043, -0.160, 0.034], [-0.044, -0.200, -0.003], [-0.067, -0.181, -0.028], [0.114, -0.146, -0.013], [0.056, -0.168, -0.011]], "nbo_charge": [-0.66, -0.14, 0.42, -0.52, -0.54, 0.21, 0.21, 0.23, 0.20, -0.25, -0.48, 0.35, -0.26, -0.12, -0.19, 0.07, -0.31, 0.01, -0.17, -0.11, -0.26, 0.35, -0.48, -0.25, -0.33, -0.06, -0.07, -0.33, 0.21, 0.18, 0.18, 0.23, 0.22, 0.21, 0.19, 0.22, 0.22, 0.23, 0.21, 0.18, 0.18, 0.22, 0.20, 0.20, 0.22], "lumo_ev": -2.366, "total_charge": 0, "de_lowest_ev": 8.499, "homo_lumo_gap_ev": 3.731, "molar_mass_da": 327.38}

***

{"formula": "C19H21NO5", "method": "ωB97M-V/def2-TZVPD", "species": ["C", "O", "C", "O", "C", "C", "C", "N", "C", "C", "C", "C", "C", "O", "C", "O", "C", "C", "C", "C", "C", "C", "O", "C", "C", "H", "H", "H", "H", "H", "H", "H", "H", "H", "H", "H", "H", "H", "H", "H", "H", "H", "H", "H", "H", "H"], "positions_angstrom": [[0.39591, 4.71769, 1.06121], [0.24118, 3.37449, 0.63570], [1.32986, 2.82179, 0.05239], [2.35697, 3.45222, -0.08599], [1.13532, 1.43895, -0.35335], [2.15397, 0.62267, -0.78364], [3.58543, 0.93644, -0.98333], [1.66201, -0.63039, -1.04610], [2.41005, -1.77811, -1.48632], [2.99487, -2.61543, -0.32736], [1.93012, -3.12592, 0.65559], [2.01711, -2.12334, 1.80487], [3.49997, -1.76102, 1.78248], [3.91350, -1.83721, 0.42884], [0.29725, -0.69263, -0.80383], [-0.36384, -1.68840, -1.02522], [-0.09453, 0.65392, -0.33868], [-1.34884, 1.10758, -0.10216], [-2.59342, 0.37971, -0.02775], [-3.77101, 1.05243, -0.37560], [-4.99621, 0.42481, -0.31982], [-5.08446, -0.89190, 0.12386], [-6.26843, -1.54842, 0.20672], [-3.92565, -1.56045, 0.51408], [-2.70144, -0.93655, 0.43383], [1.21027, 4.79712, 1.78452], [0.62218, 5.36397, 0.21013], [-0.54901, 5.00194, 1.51782], [3.80342, 1.91638, -0.57096], [4.20664, 0.17648, -0.51250], [3.81418, 0.95251, -2.04991], [3.22491, -1.45005, -2.13382], [1.72264, -2.41258, -2.05362], [3.54561, -3.44803, -0.78733], [2.19778, -4.12304, 1.00676], [0.94504, -3.16588, 0.19838], [1.40522, -1.24394, 1.59982], [1.71250, -2.54622, 2.75929], [4.08327, -2.47771, 2.37763], [3.70673, -0.75089, 2.14357], [-1.45031, 2.17634, 0.03480], [-3.71422, 2.07601, -0.71724], [-5.89380, 0.95453, -0.61274], [-6.98560, -0.97808, -0.09660], [-4.01177, -2.57282, 0.87489], [-1.81939, -1.46591, 0.75004]], "forces_ev_per_a": [[0.229, 0.367, 0.048], [-0.069, -0.437, -0.123], [0.361, 0.216, -0.004], [-0.137, 0.118, 0.057], [0.413, -0.228, -0.120], [-0.302, 0.828, 0.325], [0.179, 0.085, 0.109], [-0.036, -0.094, -0.003], [0.380, -0.487, 0.192], [-0.271, -0.141, -0.487], [0.121, 0.029, 0.009], [0.186, 0.043, -0.085], [-0.060, -0.035, 0.435], [-0.023, 0.025, -0.221], [-0.263, -0.332, -0.193], [-0.067, -0.047, 0.022], [-0.578, 0.416, 0.221], [0.626, -0.081, -0.185], [-0.467, -0.221, 0.010], [0.260, -0.173, 0.048], [-0.225, -0.140, 0.012], [0.332, 0.291, -0.057], [-0.174, -0.118, 0.014], [-0.358, -0.063, -0.026], [-0.074, 0.191, -0.013], [-0.094, 0.033, -0.053], [-0.030, -0.023, 0.105], [0.030, -0.023, -0.023], [0.008, -0.057, -0.079], [0.004, -0.029, -0.050], [0.033, -0.001, -0.097], [-0.085, -0.011, -0.016], [0.129, 0.085, -0.014], [-0.094, 0.094, 0.050], [0.011, -0.014, -0.001], [0.004, -0.069, -0.003], [-0.013, 0.036, 0.053], [-0.037, 0.022, 0.047], [-0.051, 0.105, -0.009], [0.003, -0.064, 0.019], [0.051, -0.031, 0.017], [0.010, 0.113, -0.002], [-0.063, 0.041, -0.018], [0.141, -0.048, 0.038], [0.006, -0.129, 0.055], [0.055, -0.042, -0.002]], "nbo_charge": [-0.26, -0.52, 0.77, -0.62, -0.24, 0.34, -0.70, -0.44, -0.24, 0.10, -0.45, -0.43, -0.06, -0.54, 0.66, -0.61, -0.18, -0.06, -0.16, -0.14, -0.31, 0.33, -0.66, -0.30, -0.06, 0.19, 0.19, 0.19, 0.27, 0.26, 0.23, 0.21, 0.24, 0.18, 0.21, 0.25, 0.21, 0.22, 0.17, 0.19, 0.23, 0.21, 0.21, 0.48, 0.22, 0.22], "lumo_ev": -0.194, "smiles": "COC(=O)C1=C(C)N(C[C@@H]2CCCO2)C(=O)/C1=C\\c1ccc(O)cc1", "total_charge": 0, "de_lowest_ev": 1.535, "homo_lumo_gap_ev": 7.405, "molar_mass_da": 343.38}

***

{"formula": "C19H21O2Y", "method": "ωB97M-V/def2-TZVPD", "species": ["C", "C", "C", "H", "C", "C", "H", "H", "H", "H", "C", "C", "C", "H", "C", "C", "H", "H", "H", "H", "Y", "O", "C", "C", "H", "H", "H", "H", "C", "C", "C", "H", "C", "H", "C", "H", "C", "H", "C", "O", "H", "H", "H"], "positions_angstrom": [[0.90289, -2.95422, 2.09260], [-0.43580, -2.47419, 1.92845], [-0.70349, -2.30802, 0.51487], [-1.19720, -2.39042, 2.69829], [0.48584, -2.66272, -0.19533], [1.47657, -3.07373, 0.77876], [2.49382, -3.38114, 0.54479], [1.38548, -3.17989, 3.04160], [-1.68569, -2.12566, 0.02851], [0.54547, -2.64586, -1.30255], [-1.23165, 2.25647, -0.00611], [-1.38525, 2.06638, 1.34830], [-0.03554, 2.05421, 2.02413], [-2.30265, 1.92782, 1.90805], [0.90988, 2.10922, 0.80812], [0.16610, 2.24972, -0.34368], [0.52395, 2.40243, -1.36967], [-2.01220, 2.44552, -0.74020], [0.12571, 2.70350, 2.90266], [2.00364, 2.16770, 0.92178], [1.17044, -0.72420, 1.37893], [-0.42645, 0.26432, -3.25341], [-1.68686, -0.40076, -3.08809], [-0.52073, -0.87530, -4.04095], [-1.82968, -0.73531, -2.04171], [-2.56315, -0.07649, -3.65922], [-0.07918, -1.86160, -3.77390], [1.15440, -1.81366, -6.08152], [0.66346, -0.86102, -6.30980], [-0.25361, -0.31289, -5.38406], [-0.48211, 1.10194, -5.52891], [-0.79722, 1.68118, -4.67500], [0.07719, 1.86116, -6.56888], [-0.06883, 2.94260, -6.59592], [0.84209, 1.24507, -7.55499], [1.15398, 1.76503, -8.47798], [1.12713, -0.11607, -7.41448], [1.76721, -0.61205, -8.14533], [0.09552, 0.36617, 4.15916], [0.25152, 0.63732, 2.75025], [1.09405, 0.31863, 4.63433], [-0.39681, -0.61738, 4.26011], [-0.51877, 1.15328, 4.61576]], "forces_ev_per_a": [[-0.681, -0.663, -0.478], [-0.699, -0.718, -0.997], [0.452, -0.938, 0.367], [0.269, 0.148, -0.085], [-0.438, -0.093, 0.558], [0.080, -0.272, -0.593], [-0.379, -0.076, 0.104], [-0.086, -0.060, -0.251], [0.931, 0.217, 0.657], [0.277, -0.053, 1.002], [0.505, -0.113, -0.377], [0.718, 0.143, 0.984], [-0.311, 0.366, -1.986], [0.014, 0.273, -0.134], [0.657, -0.665, 2.101], [-1.036, 0.266, -0.866], [0.006, -0.167, 0.625], [0.064, -0.293, 0.260], [0.019, -0.142, -0.365], [-0.567, 0.317, -0.130], [0.354, 2.452, -1.767], [-0.374, -0.256, 2.982], [1.413, -0.420, -1.523], [-1.122, -0.427, 0.890], [0.027, -0.302, -0.956], [0.354, 0.615, 0.427], [0.272, 1.027, 0.014], [-0.569, 0.047, -0.330], [-0.362, 0.236, 0.341], [1.030, 1.477, -1.869], [1.062, -0.121, -0.635], [-0.776, -0.196, -0.243], [-0.413, -0.536, 0.130], [-0.047, -0.330, 0.098], [-0.347, -0.759, -0.657], [0.036, -0.151, 0.815], [-0.053, -0.038, 0.323], [-0.092, 0.148, 0.242], [0.051, 0.184, -0.414], [0.019, -0.531, 1.631], [-0.508, 0.150, -0.021], [0.076, 0.489, 0.096], [0.174, -0.232, 0.030]], "nbo_charge": [-0.50, -0.42, -0.35, 0.24, -0.39, -0.46, 0.25, 0.24, 0.24, 0.24, -0.28, -0.35, 0.02, 0.21, -0.53, -0.24, 0.23, 0.21, 0.19, 0.22, 1.68, -0.49, -0.12, 0.05, 0.20, 0.19, 0.19, 0.21, -0.20, -0.07, -0.20, 0.23, -0.21, 0.21, -0.22, 0.22, -0.22, 0.21, -0.26, -0.79, 0.18, 0.19, 0.20], "lumo_ev": [0.008, -0.091], "total_charge": 0, "de_lowest_ev": 3.028, "homo_lumo_gap_ev": [5.326, 4.754], "molar_mass_da": 370.28}